(1)
ORCA calculation (the ωB97M-V functional and the def2-TZVPD basis) on C23H21NO5 in the gas phase.

Computed properties:
- SMILES = COC(=O)c1ccc(COc2cccc3c2CCN(Cc2ccccc2)C3=O)o1
- LUMO level (eV) = 0.52
- electronic energy (Eh) = -1320.0193
- maximum force (eV Å⁻¹) = 1.0
- energy relative to the best compared isomer or geometry (same formula, charge and spin) (kcal per mole) = 20.4
- HOMO-LUMO gap (hartree) = 0.34476

Geometry (Å):
C -0.44 4.40 3.08
H -0.98 4.66 4.00
H -0.54 5.20 2.34
H 0.61 4.24 3.31
O -1.01 3.20 2.59
C -1.16 3.10 1.26
O -0.86 3.97 0.47
C -1.77 1.82 0.90
C -2.16 0.75 1.67
C -2.73 -0.19 0.79
C -2.64 0.37 -0.46
O -2.06 1.57 -0.40
C -3.06 -0.11 -1.82
O -3.09 -1.51 -1.99
C -2.20 -2.32 -1.31
C -2.75 -3.48 -0.78
C -1.98 -4.38 -0.07
C -0.64 -4.10 0.15
C -0.07 -2.97 -0.41
C -0.83 -2.08 -1.18
C -0.10 -0.95 -1.86
C 1.33 -1.39 -2.14
N 1.98 -1.82 -0.92
C 1.34 -2.64 -0.06
O 1.86 -3.07 0.96
C 3.23 -1.20 -0.54
C 2.98 0.22 -0.11
C 2.22 0.45 1.03
C 1.90 1.74 1.41
C 2.33 2.82 0.65
C 3.08 2.59 -0.49
C 3.40 1.30 -0.87
H 3.99 1.13 -1.76
H 3.42 3.43 -1.09
H 2.07 3.83 0.93
H 1.32 1.90 2.30
H 1.88 -0.39 1.62
H 3.63 -1.79 0.29
H 3.93 -1.25 -1.38
H 1.32 -2.22 -2.86
H 1.91 -0.56 -2.56
H -0.09 -0.06 -1.22
H -0.58 -0.70 -2.80
H -0.02 -4.75 0.74
H -2.43 -5.27 0.33
H -3.81 -3.64 -0.93
H -4.10 0.20 -2.00
H -2.44 0.39 -2.57
H -3.14 -1.14 1.04
H -2.06 0.66 2.73

natural (NBO) population analysis, charges in e, atoms 1 to 8: number 1, C, carries -0.269; number 2, H, carries 0.196; number 3, H, carries 0.215; number 4, H, carries 0.185; number 5, O, carries -0.510; number 6, C, carries 0.750; number 7, O, carries -0.581; number 8, C, carries 0.125

(2)
ORCA calculation (the ωB97M-V functional and the def2-TZVPD basis) on C20H30N4O in the gas phase.

Computed properties:
- SMILES = CC1CCN(CCc2nc3cc(NC(=O)C(C)C)ccc3n2C)CC1
- LUMO level (eV) = 0.70
- electronic energy (Eh) = -1074.4089
- maximum force (eV Å⁻¹) = 0.8
- energy relative to the best compared isomer or geometry (same formula, charge and spin) (kcal per mole) = 2.7
- HOMO-LUMO gap (hartree) = 0.31150

Geometry (Å):
C 2.29 3.51 -0.31
H 2.84 4.44 -0.39
C 2.97 2.57 0.68
C 4.38 2.18 0.22
C 4.37 0.84 -0.51
N 4.06 -0.20 0.45
C 4.09 -1.54 -0.08
H 3.93 -2.22 0.76
C 3.11 -1.89 -1.23
C 1.68 -1.77 -0.86
N 0.91 -0.79 -1.24
C -0.32 -1.02 -0.68
C -1.49 -0.29 -0.76
C -2.60 -0.77 -0.08
C -2.54 -1.96 0.66
C -1.37 -2.69 0.75
C -0.26 -2.22 0.07
N 1.02 -2.68 -0.07
C 1.54 -3.88 0.54
H 0.77 -4.65 0.52
H 2.41 -4.23 -0.01
H 1.82 -3.70 1.58
H -1.34 -3.60 1.33
H -3.42 -2.29 1.18
N -3.78 -0.02 -0.17
C -5.01 -0.26 0.36
O -5.30 -1.21 1.04
C -6.04 0.82 0.00
C -5.64 2.17 0.59
H -5.48 2.08 1.66
H -4.74 2.56 0.13
H -6.44 2.89 0.43
C -6.26 0.91 -1.51
H -5.38 1.29 -2.02
H -7.09 1.58 -1.72
H -6.49 -0.07 -1.92
H -6.97 0.49 0.47
H -3.68 0.81 -0.73
H -1.53 0.62 -1.33
H 3.33 -2.91 -1.56
H 3.28 -1.22 -2.07
H 5.10 -1.71 -0.46
C 2.97 0.13 1.36
C 2.12 1.30 0.86
H 1.67 1.02 -0.09
H 1.31 1.48 1.57
H 2.34 -0.74 1.52
H 3.42 0.40 2.33
H 3.66 0.89 -1.34
H 5.37 0.63 -0.92
H 4.79 2.96 -0.44
H 5.05 2.09 1.08
H 3.05 3.08 1.64
H 1.28 3.74 0.01
H 2.24 3.05 -1.30

natural (NBO) population analysis, charges in e, atoms 1 to 8: number 1, C, carries -0.599; number 2, H, carries 0.203; number 3, C, carries -0.215; number 4, C, carries -0.407; number 5, C, carries -0.219; number 6, N, carries -0.465; number 7, C, carries -0.181; number 8, H, carries 0.189

(3)
ORCA calculation (the ωB97M-V functional and the def2-TZVPD basis) on 3 unconnected molecules or ions with the total composition C6H12Cl6 at a distorted geometry.

Computed properties:
- SMILES = ClCCCl.ClCCCl.ClCCCl
- LUMO level (eV) = 0.57
- electronic energy (Eh) = -2996.9428
- maximum force (eV Å⁻¹) = 2.2
- energy relative to the best compared isomer or geometry (same formula, charge and spin) (kcal per mole) = 24.0
- HOMO-LUMO gap (hartree) = 0.40711

Geometry (Å):
Cl -1.39 -0.51 0.89
C -0.38 0.26 -0.34
C 0.84 0.95 0.37
Cl 2.09 -0.17 0.91
H -1.03 1.02 -0.78
H -0.14 -0.44 -1.14
H 0.56 1.61 1.20
H 1.36 1.54 -0.39
Cl -5.25 4.71 -0.15
C -5.25 5.09 1.56
C -4.23 6.16 1.83
Cl -2.55 5.76 1.63
H -4.83 4.25 2.11
H -6.28 5.38 1.80
H -4.36 6.40 2.89
H -4.59 6.93 1.16
Cl 4.66 -7.77 -0.55
C 4.84 -6.08 -1.01
C 4.23 -5.89 -2.37
Cl 2.54 -6.56 -2.41
H 5.90 -5.86 -0.91
H 4.23 -5.47 -0.35
H 4.81 -6.40 -3.14
H 4.23 -4.89 -2.81

natural (NBO) population analysis, charges in e, atoms 1 to 8: number 1, Cl, carries -0.054; number 2, C, carries -0.393; number 3, C, carries -0.396; number 4, Cl, carries -0.049; number 5, H, carries 0.222; number 6, H, carries 0.226; number 7, H, carries 0.228; number 8, H, carries 0.216

(4)
ORCA calculation (the ωB97M-V functional and the def2-TZVPD basis) on 13 unconnected molecules or ions with the total composition C38H102O13 at a distorted geometry.

Computed properties:
- LUMO level (eV) = 0.29
- electronic energy (Eh) = -2486.9563
- maximum force (eV Å⁻¹) = 3.0
- energy relative to the best compared isomer or geometry (same formula, charge and spin) (kcal per mole) = 54.7
- HOMO-LUMO gap (hartree) = 0.36266

Geometry (Å):
C -36.95 22.56 -8.22
C -35.48 23.00 -7.92
O -34.60 22.44 -8.88
C -33.28 22.88 -8.76
C -32.34 22.04 -9.67
H -37.63 22.60 -7.36
H -37.43 23.21 -8.95
H -37.04 21.54 -8.57
H -35.43 24.09 -7.99
H -35.25 22.75 -6.88
H -33.24 23.97 -8.88
H -32.97 22.80 -7.72
H -31.35 22.48 -9.59
H -32.65 22.19 -10.71
H -32.45 20.96 -9.63
C -25.10 24.22 -10.05
C -25.54 23.24 -8.92
O -26.94 23.32 -8.63
C -27.36 22.30 -7.78
C -28.77 22.72 -7.34
H -25.77 24.01 -10.88
H -25.20 25.26 -9.72
H -24.11 23.95 -10.42
H -25.30 22.25 -9.30
H -25.02 23.39 -7.98
H -27.41 21.39 -8.38
H -26.80 22.00 -6.89
H -29.09 22.04 -6.56
H -29.57 22.55 -8.06
H -28.85 23.67 -6.80
C -34.71 22.70 -0.94
C -33.63 21.67 -1.27
O -33.26 21.55 -2.67
C -32.78 22.83 -3.20
C -32.39 22.50 -4.62
H -34.79 22.67 0.14
H -34.41 23.73 -1.13
H -35.69 22.44 -1.34
H -32.72 21.88 -0.70
H -33.83 20.63 -1.02
H -33.56 23.59 -3.23
H -31.95 23.19 -2.59
H -31.47 21.92 -4.74
H -32.25 23.45 -5.13
H -33.14 22.02 -5.25
C -26.74 26.38 -7.14
C -27.51 27.00 -5.92
C -28.41 25.95 -5.30
O -26.53 27.22 -4.93
H -26.35 25.41 -6.83
H -25.93 27.03 -7.47
H -27.37 26.10 -7.98
H -27.99 27.94 -6.18
H -29.18 25.61 -5.99
H -28.86 26.45 -4.44
H -27.96 25.05 -4.89
H -26.08 28.03 -5.20
C -25.18 23.66 -4.30
C -24.70 24.74 -3.28
C -23.47 24.31 -2.47
O -24.34 25.86 -3.93
H -24.78 22.68 -4.03
H -24.79 23.86 -5.30
H -26.26 23.52 -4.30
H -25.47 25.00 -2.55
H -23.33 24.94 -1.60
H -22.55 24.48 -3.04
H -23.47 23.25 -2.23
H -25.12 26.28 -4.28
C -21.05 24.36 -5.85
C -21.41 25.74 -6.34
C -22.39 25.72 -7.52
O -21.94 26.45 -5.21
H -20.42 24.50 -4.98
H -20.53 23.74 -6.58
H -21.90 23.77 -5.51
H -20.50 26.26 -6.64
H -22.67 26.73 -7.81
H -23.34 25.24 -7.26
H -21.82 25.29 -8.34
H -22.75 26.02 -4.95
C -30.24 25.39 -9.63
C -29.53 24.76 -10.85
C -28.40 25.60 -11.47
O -28.92 23.49 -10.43
H -30.62 26.39 -9.84
H -29.63 25.39 -8.72
H -31.18 24.92 -9.36
H -30.28 24.56 -11.62
H -27.60 25.80 -10.77
H -28.77 26.54 -11.89
H -27.88 25.11 -12.30
H -28.20 23.65 -9.82
C -22.30 27.16 -13.18
C -23.67 26.82 -12.45
C -24.53 28.01 -12.03
O -24.34 25.97 -13.38
H -21.67 26.36 -13.56
H -21.70 27.80 -12.53
H -22.49 27.82 -14.03
H -23.45 26.14 -11.62
H -24.68 28.63 -12.91
H -24.10 28.52 -11.17
H -25.46 27.55 -11.70
H -24.41 26.44 -14.21
C -24.99 20.25 -12.80
C -25.93 21.07 -13.64
C -26.56 22.24 -12.97
O -25.25 21.54 -14.83
H -25.47 19.69 -11.99
H -24.17 20.85 -12.40
H -24.44 19.53 -13.41
H -26.79 20.48 -13.94
H -27.55 22.49 -13.37
H -25.97 23.16 -13.01
H -26.66 22.01 -11.91
H -25.83 22.19 -15.22
C -22.75 19.07 -4.90
C -23.39 20.43 -4.97
O -24.65 20.35 -5.65
H -21.77 19.23 -4.44
H -22.54 18.71 -5.91
H -23.32 18.31 -4.38
H -22.75 21.21 -5.39
H -23.59 20.69 -3.93
H -24.39 20.33 -6.57
C -28.51 19.91 -10.50
C -28.56 18.43 -10.71
O -28.64 18.10 -12.10
H -28.68 20.20 -9.46
H -29.27 20.44 -11.07
H -27.55 20.35 -10.80
H -29.39 18.04 -10.12
H -27.67 18.02 -10.23
H -28.69 17.15 -12.22
C -29.18 20.06 -3.97
C -27.79 19.71 -4.62
O -26.86 20.54 -3.99
H -29.53 21.05 -4.25
H -29.16 19.90 -2.89
H -29.98 19.39 -4.29
H -27.76 19.89 -5.69
H -27.46 18.68 -4.48
H -26.01 20.40 -4.41
C -25.09 18.93 -8.95
C -23.56 19.28 -8.98
O -23.36 20.58 -8.57
H -25.66 19.42 -9.74
H -25.48 19.35 -8.02
H -25.25 17.85 -8.89
H -23.17 19.16 -9.99
H -23.08 18.60 -8.27
H -22.44 20.85 -8.53

Mulliken population analysis, charges in e, atoms 1 to 8: number 1, C, carries -1.256; number 2, C, carries -0.072; number 3, O, carries -0.367; number 4, C, carries 0.271; number 5, C, carries -0.890; number 6, H, carries 0.378; number 7, H, carries 0.301; number 8, H, carries 0.326